[1]
DFT (ωB97M-V with the def2-TZVPD basis set) results for a single C26H36N2O2 molecule.

## Properties
LUMO energy in eV: 0.037
SMILES: CN(C)C[C@@H](CCCC[C@@H](CN(C)C)C(=O)c1ccccc1)C(=O)c1ccccc1
Max |F| in Eh/bohr: 0.01451
Gap between HOMO and LUMO in eV: 8.04

Geometry (Å):
C  4.16423  1.25076  -2.35356
N  2.99998  0.78055  -1.63929
C  1.80320  1.47719  -2.05537
C  2.84661  -0.66108  -1.68269
C  2.16462  -1.19951  -0.40762
C  1.86155  -2.69775  -0.50310
C  0.83892  -3.09732  -1.57050
C  -0.44931  -2.27270  -1.57215
C  -1.19408  -2.31622  -0.23811
C  -2.41186  -1.38812  -0.25077
C  -3.49668  -1.76399  0.81833
N  -3.23762  -1.57944  2.21510
C  -2.22447  -2.41681  2.81560
C  -3.14916  -0.20867  2.65314
C  -1.98642  0.05928  -0.16831
O  -0.83319  0.38424  0.05440
C  -3.02484  1.10068  -0.38522
C  -2.77534  2.37066  0.13775
C  -3.69369  3.39055  -0.00904
C  -4.87570  3.16102  -0.69467
C  -5.12436  1.91194  -1.23943
C  -4.20850  0.88653  -1.08866
C  3.11903  -0.93358  0.74228
O  3.76808  -1.81258  1.26696
C  3.27710  0.49001  1.13632
C  4.56559  0.95045  1.39794
C  4.78264  2.26902  1.74813
C  3.70979  3.13600  1.87123
C  2.42251  2.67568  1.64824
C  2.20178  1.36193  1.27866
H  5.05345  0.76878  -1.94982
H  4.25836  2.32532  -2.20039
H  4.11621  1.05571  -3.43772
H  0.95744  1.15176  -1.45477
H  1.94237  2.54509  -1.89344
H  1.56569  1.31076  -3.11994
H  2.26452  -0.97543  -2.56364
H  3.83642  -1.11972  -1.75855
H  1.24836  -0.63575  -0.23800
H  1.51230  -3.03072  0.47644
H  2.79498  -3.23072  -0.69788
H  1.29466  -3.01998  -2.56023
H  0.58700  -4.14974  -1.41571
H  -1.10422  -2.65757  -2.36020
H  -0.21691  -1.23682  -1.82184
H  -1.51231  -3.34092  -0.03675
H  -0.51851  -2.00490  0.55638
H  -2.92215  -1.51650  -1.21233
H  -4.39883  -1.18747  0.59100
H  -3.72607  -2.82347  0.66785
H  -2.30858  -3.42785  2.42347
H  -1.20233  -2.05286  2.64939
H  -2.39944  -2.44874  3.89233
H  -3.99553  0.35530  2.26193
H  -2.22076  0.28639  2.33728
H  -3.19050  -0.18743  3.74222
H  -1.84851  2.53499  0.66752
H  -3.48965  4.36507  0.40885
H  -5.59807  3.95504  -0.81205
H  -6.03760  1.73567  -1.78865
H  -4.41507  -0.06950  -1.54549
H  5.39234  0.26119  1.30791
H  5.78758  2.62146  1.93100
H  3.87608  4.16729  2.14837
H  1.58453  3.34888  1.76031
H  1.19233  1.01864  1.11956

These are the Löwdin partial charges, in e, on atoms 1 to 4:
1 C -0.10
2 N -0.27
3 C -0.08
4 C -0.15



[2]
DFT (ωB97M-V with the def2-TZVPD basis set) results for 2 unconnected molecules or ions with the total composition C4H8N2O.

## Properties
LUMO energy in eV: 0.959
Max |F| in Eh/bohr: 0.00989
Gap between HOMO and LUMO in eV: 10.14

Geometry (Å):
C  1.89953  0.14380  0.17476
C  -0.72782  -1.25393  -0.17913
C  -2.00834  -2.10006  -0.45165
N  -1.86886  -0.89708  0.29098
C  1.03068  1.21099  -0.45312
O  0.84198  1.31382  -1.64842
N  0.44241  2.07945  0.45021
H  1.46952  -0.22357  1.11166
H  1.96647  -0.68086  -0.53012
H  2.90523  0.53665  0.35766
H  -2.48737  -2.07486  -1.43081
H  -2.13191  -3.01250  0.11931
H  -2.32624  -0.16930  0.82266
H  0.90299  2.19940  1.34119
H  0.09173  2.92804  0.02483

These are the Löwdin partial charges, in e, on atoms 1 to 4:
1 C -0.07
2 C 0.05
3 C -0.17
4 N -0.03



[3]
DFT (ωB97M-V with the def2-TZVPD basis set) results for a single C4H8O2S molecule in a non-equilibrium geometry.

## Properties
LUMO energy in eV: 0.456
SMILES: O=C(O)CCCS
Max |F| in Eh/bohr: 0.10162
Gap between HOMO and LUMO in eV: 9.54

Geometry (Å):
O  -2.46493  0.75658  1.72913
C  -1.47574  0.09813  1.31374
O  -0.44513  -0.51553  1.91948
C  -1.25076  -0.11865  -0.35816
C  0.08335  0.47017  -0.51178
C  1.34592  -0.42394  -0.36405
S  2.55953  -0.37943  -1.80138
H  -0.60392  -0.52466  2.92868
H  -2.12922  0.11012  -0.93095
H  -1.18174  -1.23468  -0.56205
H  0.16709  1.07466  -1.47656
H  0.08241  1.35189  0.07862
H  0.97968  -1.37856  -0.21821
H  2.07715  -0.15758  0.50755
H  2.25632  0.87147  -2.25407

These are the Löwdin partial charges, in e, on atoms 1 to 4:
1 O 0.05
2 C -0.42
3 O 0.07
4 C -0.09



[4]
DFT (ωB97M-V with the def2-TZVPD basis set) results for a single C3H5N5 molecule in a non-equilibrium geometry.

## Properties
LUMO energy in eV: -0.310
SMILES: [H]/N=C1N=C/C(=N\[H])N/1N
Max |F| in Eh/bohr: 0.05846
Gap between HOMO and LUMO in eV: 9.24

Geometry (Å):
H  -2.59167  -0.36362  0.26593
N  -2.41020  -0.12971  -0.71591
C  -1.15804  0.01263  -0.72661
N  -0.41124  0.32529  -1.90131
C  0.77963  0.44258  -1.56747
C  0.99211  0.08966  -0.07193
N  2.05397  0.06894  0.67330
H  2.86672  0.33849  0.10024
N  -0.26163  -0.19168  0.33763
N  -0.72338  -0.38140  1.59138
H  1.63404  0.69372  -2.20407
H  -0.40419  0.37122  2.22604
H  -0.36611  -1.27612  1.99279

These are the Löwdin partial charges, in e, on atoms 1 to 4:
1 H 0.05
2 N 0.18
3 C -0.44
4 N 0.14